# 1
Molecular formula: C36H64N4O5
Method: DFT, wB97M-V/def2-TZVPD

```
! wB97M-V def2-TZVPD RIJCOSX def2/J DEFGRID3
* xyz 0 1
C 2.599 -7.558 5.435
C 2.386 -7.592 3.938
C 0.951 -7.908 3.588
O 0.871 -7.952 2.158
C -0.323 -8.233 1.619
O -0.430 -8.807 0.595
N -1.416 -7.791 2.408
O -2.598 -7.878 1.640
C -3.657 -8.110 2.520
O -3.931 -9.195 2.877
C -4.398 -6.887 2.877
C -5.003 -6.828 4.129
C -5.693 -5.688 4.523
C -5.786 -4.604 3.652
C -5.197 -4.672 2.396
C -4.495 -5.805 2.004
O 2.731 -6.325 3.412
C 3.449 -6.328 2.189
C 2.975 -5.206 1.289
C 1.731 -4.615 1.473
C 1.325 -3.571 0.636
C 2.161 -3.126 -0.377
C 3.390 -3.728 -0.590
C 3.790 -4.759 0.255
H 3.650 -7.362 5.626
H 2.333 -8.491 5.922
H 2.053 -6.727 5.871
H 3.011 -8.383 3.519
H 0.680 -8.865 4.028
H 0.326 -7.128 4.022
H -1.280 -6.799 2.608
H -4.945 -7.667 4.804
H -6.155 -5.628 5.494
H -6.322 -3.726 3.971
H -5.278 -3.829 1.727
H -4.031 -5.862 1.033
H 4.503 -6.134 2.405
H 3.363 -7.284 1.681
H 1.060 -4.929 2.253
H 0.359 -3.116 0.798
H 1.844 -2.305 -1.005
H 4.020 -3.382 -1.392
H 4.753 -5.223 0.088
C 1.729 2.173 -1.792
C 3.126 1.881 -2.318
N 3.224 0.603 -2.996
C 4.591 0.189 -3.254
C 5.439 1.028 -4.218
C 2.281 0.395 -4.081
C 2.293 1.394 -5.247
H 1.382 1.371 -1.139
H 1.734 3.100 -1.217
H 1.005 2.301 -2.598
H 3.812 1.860 -1.467
H 3.446 2.723 -2.953
H 4.570 -0.846 -3.609
H 5.108 0.153 -2.289
H 5.153 0.871 -5.257
H 6.488 0.738 -4.128
H 5.376 2.094 -4.000
H 1.275 0.382 -3.656
H 2.431 -0.615 -4.471
H 2.354 2.427 -4.903
H 1.370 1.296 -5.822
H 3.118 1.214 -5.934
C -2.498 5.286 3.936
C -1.389 4.459 3.303
N -1.297 4.630 1.866
C -0.440 3.650 1.223
C 1.058 3.652 1.558
C -1.153 5.998 1.401
C 0.048 6.811 1.905
H -3.458 5.074 3.465
H -2.577 5.044 4.996
H -2.306 6.358 3.863
H -1.599 3.404 3.497
H -0.442 4.687 3.818
H -0.559 3.753 0.139
H -0.840 2.659 1.464
H 1.579 4.481 1.080
H 1.511 2.731 1.187
H 1.248 3.698 2.631
H -2.065 6.541 1.663
H -1.144 5.984 0.308
H 0.207 6.688 2.977
H -0.126 7.873 1.721
H 0.970 6.544 1.390
C -3.510 5.132 -1.766
C -3.290 5.398 -3.248
N -2.462 6.563 -3.504
C -2.470 6.985 -4.893
C -1.878 6.036 -5.943
C -1.170 6.564 -2.844
C -0.211 5.400 -3.133
H -3.925 6.010 -1.270
H -4.213 4.307 -1.642
H -2.589 4.849 -1.253
H -4.263 5.578 -3.711
H -2.889 4.484 -3.715
H -1.961 7.950 -4.960
H -3.511 7.187 -5.164
H -0.789 6.020 -5.912
H -2.164 6.372 -6.942
H -2.241 5.015 -5.827
H -1.345 6.600 -1.766
H -0.668 7.508 -3.073
H -0.718 4.434 -3.121
H 0.563 5.369 -2.362
H 0.295 5.510 -4.090
*
```

## Properties
LUMO energy (eV): 0.18
Maximum force (eV Å⁻¹): 1.41
Highest occupied orbital energy (eV): -8.1476
Electronic energy (eV): -54565.3708
Structure (SMILES): C[C@@H](COC(=O)NOC(=O)c1ccccc1)OCc1ccccc1.CCN(CC)CC.CCN(CC)CC.CCN(CC)CC

Results of the Mulliken charge analysis, in e, for atoms 1 through 8: number 1, C, carries -1.6772; number 2, C, carries 0.3507; number 3, C, carries -0.5952; number 4, O, carries -0.2242; number 5, C, carries 0.3137; number 6, O, carries -0.5384; number 7, N, carries 0.0940; number 8, O, carries -0.3591

***

# 2
Molecular formula: C4H13N2
Method: DFT, wB97M-V/def2-TZVPD

```
! wB97M-V def2-TZVPD RIJCOSX def2/J DEFGRID3
* xyz 2 2
C -1.550 -0.933 0.302
C -1.278 0.593 0.538
C -0.227 1.225 -0.367
C 2.073 0.406 -1.212
N 1.220 0.722 -0.022
N -0.512 -1.880 0.770
H -1.719 -1.157 -0.761
H -2.363 -1.137 1.018
H -2.194 1.171 0.366
H -1.157 0.808 1.608
H -0.303 2.306 -0.214
H -0.245 0.801 -1.370
H 1.446 0.027 -2.017
H 2.808 -0.342 -0.941
H 2.548 1.304 -1.599
H 1.763 1.310 0.619
H 1.112 -0.120 0.549
H -0.822 -2.303 1.655
H -0.343 -2.652 0.112
*
```

## Properties
LUMO energy (alpha / beta) (eV): -7.39 / -13.35
Maximum force (eV Å⁻¹): 3.19
Energy relative to the best compared isomer or geometry (same formula, charge and spin) (kcal/mol): 28.4
Highest occupied orbital energy (alpha / beta) (eV): -21.4991 / -21.9297
Electronic energy (eV): -7318.8063
⟨S²⟩: 0.7544

Results of the Mulliken charge analysis, in e, for atoms 1 through 8: number 1, C, carries -0.3474; number 2, C, carries -0.6926; number 3, C, carries -0.4380; number 4, C, carries -0.8254; number 5, N, carries -0.1778; number 6, N, carries -0.1874; number 7, H, carries 0.3908; number 8, H, carries 0.3322

***

# 3
Molecular formula: C18H19F2N4O6PPbSTe
Method: DFT, wB97M-V/def2-TZVPD

```
! wB97M-V def2-TZVPD RIJCOSX def2/J DEFGRID3
* xyz -2 1
Pb -0.803 0.724 0.999
F 4.544 2.503 0.726
C 3.719 1.429 0.652
C 2.374 1.579 0.918
C 1.528 0.476 0.836
C 2.068 -0.770 0.496
C 3.426 -0.862 0.229
F 3.979 -2.055 -0.147
C 4.283 0.216 0.297
C 1.161 -1.937 0.378
C 1.553 -3.244 0.676
C 0.650 -4.275 0.502
C -0.632 -3.986 0.053
C -0.954 -2.659 -0.166
N -0.086 -1.664 -0.023
H 1.995 2.561 1.179
H 5.334 0.115 0.073
H 2.551 -3.436 1.041
H 0.938 -5.294 0.728
H -1.375 -4.760 -0.088
H -1.961 -2.373 -0.462
C -1.678 -3.456 3.360
S -1.965 -1.688 3.419
O -2.232 -1.402 4.816
O -0.700 -1.104 2.930
O -3.077 -1.450 2.508
H -0.677 -3.662 3.735
H -1.775 -3.794 2.331
H -2.427 -3.933 3.990
N 0.713 6.074 5.036
C 0.490 5.584 4.006
N 0.267 5.150 2.790
C -0.049 3.938 2.498
N -0.328 2.864 2.137
C 1.645 2.524 -3.539
C 0.333 2.728 -4.276
O -0.695 1.856 -3.811
P -1.383 2.100 -2.357
O -0.451 1.532 -1.322
Te -2.160 4.307 -2.126
O -2.642 1.114 -2.519
C -2.477 -0.296 -2.332
C -3.631 -0.824 -1.508
H 2.434 3.111 -4.018
H 1.930 1.471 -3.548
H 1.557 2.836 -2.500
H 0.442 2.502 -5.338
H -0.011 3.762 -4.175
H -1.518 -0.493 -1.844
H -2.455 -0.763 -3.322
H -3.567 -0.480 -0.476
H -3.631 -1.917 -1.507
H -4.575 -0.479 -1.933
*
```

## Properties
LUMO energy (eV): 4.19
Maximum force (eV Å⁻¹): 0.28
Energy relative to the best compared isomer or geometry (same formula, charge and spin) (kcal/mol): 4.5
Highest occupied orbital energy (eV): -2.3198
Electronic energy (eV): -75325.0490

Results of the Mulliken charge analysis, in e, for atoms 1 through 8: number 1, Pb, carries 1.2265; number 2, F, carries -0.3641; number 3, C, carries 0.4745; number 4, C, carries -0.3493; number 5, C, carries -0.2511; number 6, C, carries 0.2963; number 7, C, carries 0.4815; number 8, F, carries -0.3764

***

# 4
Molecular formula: C9H14Cl12N2O2
Method: DFT, wB97M-V/def2-TZVPD

```
! wB97M-V def2-TZVPD RIJCOSX def2/J DEFGRID3
* xyz 0 1
H -2.105 1.026 0.236
N -1.101 0.925 0.120
C -0.677 1.617 -0.811
C -1.605 2.521 -1.603
C 0.774 1.636 -1.173
C 1.257 0.410 -1.932
N 0.317 -0.046 -2.946
O 1.682 -0.646 -1.064
C 0.719 -1.551 -0.672
O 0.490 -1.710 0.446
H -1.336 2.590 -2.649
H -1.562 3.496 -1.138
H -2.621 2.184 -1.512
H 1.340 1.676 -0.258
H 0.978 2.515 -1.769
H 2.170 0.705 -2.432
H 0.866 -0.400 -3.718
H -0.191 0.750 -3.313
H 0.239 -2.187 -1.418
Cl -0.294 -5.902 -3.368
C -1.431 -4.601 -3.006
Cl -0.796 -3.043 -3.546
Cl -3.004 -4.921 -3.737
H -1.560 -4.556 -1.932
Cl -1.863 -1.035 2.498
C -3.020 -0.331 3.617
Cl -4.158 0.724 2.763
Cl -3.888 -1.582 4.517
H -2.475 0.282 4.327
Cl -1.304 1.932 7.930
C -0.787 2.678 6.419
Cl -1.991 2.417 5.151
Cl -0.480 4.400 6.640
H 0.136 2.207 6.107
Cl 7.067 -1.448 -1.165
C 5.391 -0.919 -1.314
Cl 5.096 0.520 -0.341
Cl 4.977 -0.624 -3.007
H 4.751 -1.709 -0.945
*
```

## Properties
LUMO energy (eV): 0.28
Maximum force (eV Å⁻¹): 4.25
Energy relative to the best compared isomer or geometry (same formula, charge and spin) (kcal/mol): 0.0
Highest occupied orbital energy (eV): -9.6656
Electronic energy (eV): -166903.0603
Structure (SMILES): [H]/N=C(\C)C[C@H](N)OC=O.ClC(Cl)Cl.ClC(Cl)Cl.ClC(Cl)Cl.ClC(Cl)Cl

Results of the Mulliken charge analysis, in e, for atoms 1 through 8: number 1, H, carries 0.1211; number 2, N, carries -0.3230; number 3, C, carries 0.4868; number 4, C, carries -1.3744; number 5, C, carries -0.9170; number 6, C, carries 0.2607; number 7, N, carries -0.4803; number 8, O, carries -0.2234